{
  "formula": "C43H108FIN3O12P2S10",
  "method": "ωB97M-V with the def2-TZVPD basis set",
  "symbols": ["C", "C", "C", "C", "C", "C", "C", "C", "C", "C", "C", "C", "N", "N", "C", "C", "C", "C", "P", "C", "C", "C", "I", "C", "C", "C", "N", "C", "C", "P", "C", "O", "S", "O", "O", "F", "H", "H", "H", "H", "H", "H", "H", "H", "H", "H", "H", "H", "H", "H", "H", "H", "H", "H", "H", "H", "H", "H", "H", "H", "H", "H", "H", "H", "H", "H", "H", "H", "H", "H", "H", "H", "H", "H", "H", "H", "H", "H", "H", "H", "H", "H", "H", "H", "H", "H", "H", "H", "H", "H", "C", "S", "O", "C", "H", "H", "H", "H", "H", "H", "C", "S", "O", "C", "H", "H", "H", "H", "H", "H", "C", "S", "O", "C", "H", "H", "H", "H", "H", "H", "C", "S", "O", "C", "H", "H", "H", "H", "H", "H", "C", "S", "O", "C", "H", "H", "H", "H", "H", "H", "C", "S", "O", "C", "H", "H", "H", "H", "H", "H", "C", "S", "O", "C", "H", "H", "H", "H", "H", "H", "C", "S", "O", "C", "H", "H", "H", "H", "H", "H", "C", "S", "O", "C", "H", "H", "H", "H", "H", "H"],
  "xyz": [[-1.75772, -3.62668, 1.66883], [-3.29343, -3.73739, 1.10457], [-3.87482, -2.37065, 0.40743], [-2.81452, -1.61394, -0.60081], [-2.42225, -2.48670, -1.94151], [-0.98062, -2.01189, -2.62235], [-0.95116, -0.37841, -2.96187], [0.40960, 0.04958, -3.82969], [1.71198, 0.33893, -2.86727], [1.94794, 1.95556, -2.54234], [0.85146, 2.38289, -1.40065], [1.32215, 3.63563, -0.43374], [1.22678, 3.35245, 1.08050], [2.05030, 2.41365, 1.61669], [3.12062, 1.78543, 0.84453], [4.27039, 0.94777, 1.72542], [3.64025, -0.12592, 2.78781], [-0.23445, 3.10186, 1.55561], [-1.71440, 3.56912, 0.47209], [-2.90438, 2.11897, 0.12220], [-2.54750, 5.20532, 0.76638], [-0.44881, 3.25510, 3.20961], [-0.67934, 1.23821, 4.14908], [-1.77613, 3.97708, 3.80507], [-1.75244, 4.03579, 5.47735], [-3.04147, 3.22049, 6.14819], [-4.36659, 3.73262, 5.60010], [0.98039, 4.06648, 3.52246], [1.56379, 4.53178, 2.02233], [3.40532, 4.89244, 2.48908], [4.50833, 4.96978, 0.87947], [4.06698, 3.60389, 3.52167], [0.92633, 6.23685, 1.81824], [2.13719, 7.25154, 1.95099], [-0.05068, 6.75201, 2.95064], [0.18398, 6.69737, 0.35707], [-1.02565, -4.34537, 1.08472], [-1.35035, -2.52893, 1.67678], [-1.76187, -4.00295, 2.79938], [-3.97907, -4.03507, 2.02851], [-3.31256, -4.64568, 0.34530], [-4.82640, -2.66307, -0.21301], [-4.24496, -1.61239, 1.24578], [-3.34679, -0.62380, -0.98012], [-1.84500, -1.25904, -0.02810], [-3.24195, -2.39799, -2.77325], [-2.36458, -3.61495, -1.61238], [-0.72560, -2.65332, -3.59271], [-0.14855, -2.18725, -1.80895], [-1.92298, -0.16589, -3.58869], [-1.04432, 0.25913, -1.96254], [0.61041, -0.84161, -4.59406], [0.08574, 0.97057, -4.49334], [2.67658, -0.09989, -3.39243], [1.59713, -0.26622, -1.85210], [1.73790, 2.60138, -3.51307], [3.05494, 2.08700, -2.18591], [-0.17816, 2.64957, -1.93668], [0.63976, 1.41013, -0.74997], [2.43232, 3.92982, -0.76176], [0.66440, 4.53145, -0.78937], [1.63810, 1.70948, 2.24117], [3.75039, 2.42782, 0.09792], [2.63038, 0.92800, 0.16912], [5.10764, 1.65000, 2.16234], [4.82896, 0.29002, 0.89838], [4.50877, -0.64822, 3.41374], [2.88841, -0.89391, 2.31473], [3.02618, 0.50305, 3.59545], [-0.34990, 1.91216, 1.48035], [-3.13685, 2.14774, -1.04740], [-2.47792, 1.05167, 0.34147], [-3.95951, 2.31440, 0.64361], [-2.04999, 5.98126, 1.48163], [-3.64422, 5.01694, 1.19895], [-2.73109, 5.77893, -0.26428], [-2.74466, 3.35082, 3.51186], [-1.96960, 5.07941, 3.47292], [-1.92047, 5.17243, 5.80285], [-0.71910, 3.72920, 5.93176], [-2.96898, 2.05930, 6.02469], [-3.01029, 3.48608, 7.31146], [-4.58214, 3.16319, 4.73533], [-5.09819, 3.47339, 6.30504], [0.98122, 4.86631, 4.38377], [1.56619, 3.18299, 4.07399], [3.91815, 5.35380, -0.05384], [5.30673, 5.82227, 1.12836], [5.13140, 3.99480, 0.71185], [3.94225, 3.84509, 4.48606], [-4.30373, -3.08177, -6.20521], [-5.22434, -2.55499, -4.73944], [-5.03366, -3.60599, -3.68597], [-6.86942, -2.78981, -5.45172], [-3.23663, -3.05011, -5.97410], [-4.58474, -4.10201, -6.47735], [-4.51363, -2.40073, -7.03352], [-6.99590, -3.82792, -5.76899], [-6.99943, -2.11805, -6.30354], [-7.61444, -2.55210, -4.68832], [0.45616, 6.02709, 8.12183], [2.12222, 5.67449, 7.51077], [2.01014, 4.55652, 6.51662], [2.74741, 4.97035, 9.05418], [-0.13236, 6.44507, 7.30204], [-0.01628, 5.10682, 8.47369], [0.51095, 6.75562, 8.93437], [2.13695, 4.11341, 9.34967], [2.73072, 5.73163, 9.83772], [3.77714, 4.64180, 8.89281], [-2.87351, -9.12929, 2.07411], [-3.27192, -7.49315, 1.41246], [-2.48230, -6.48612, 2.19550], [-4.97238, -7.44760, 2.02493], [-1.83062, -9.35355, 1.83915], [-3.01002, -9.13831, 3.15817], [-3.51738, -9.87917, 1.60819], [-4.98232, -7.55764, 3.11218], [-5.55087, -8.24987, 1.56074], [-5.41182, -6.48399, 1.75537], [4.32970, 1.40298, 6.79802], [5.99576, 1.05038, 6.18695], [5.88368, -0.06759, 5.19280], [6.62094, 0.34625, 7.73036], [3.74118, 1.82096, 5.97823], [3.85725, 0.48271, 7.14987], [4.38449, 2.13151, 7.61056], [6.01049, -0.51069, 8.02585], [6.60426, 1.10753, 8.51390], [7.65068, 0.01770, 7.56899], [6.19661, 2.96941, -6.26531], [5.41044, 2.49174, -4.70734], [3.92925, 2.45526, -4.94287], [5.78426, 4.02542, -3.82593], [6.05209, 2.16309, -6.98786], [5.74095, 3.88524, -6.64941], [7.26657, 3.12136, -6.10379], [5.35305, 4.87768, -4.35698], [6.86697, 4.14462, -3.74048], [5.34832, 3.96499, -2.82561], [1.65494, -11.26872, -1.64508], [0.86877, -11.74638, -0.08712], [-0.61243, -11.78287, -0.32265], [1.24259, -10.21271, 0.79430], [1.51042, -12.07504, -2.36764], [1.19927, -10.35289, -2.02919], [2.72490, -11.11677, -1.48357], [0.81137, -9.36045, 0.26324], [2.32529, -10.09351, 0.87974], [0.80664, -10.27314, 1.79461], [4.34647, 9.65670, 0.16774], [3.45663, 11.01747, -0.62596], [4.33795, 11.55881, -1.71269], [3.55782, 12.15567, 0.77512], [4.43622, 8.83690, -0.54849], [5.34429, 9.98601, 0.46743], [3.78635, 9.31306, 1.04076], [4.60338, 12.33465, 1.03799], [3.02246, 11.73424, 1.62925], [3.09071, 13.10096, 0.48777], [0.07251, -12.86856, -5.08078], [-0.32590, -11.23241, -5.74243], [0.46372, -10.22538, -4.95939], [-2.02636, -11.18687, -5.12996], [1.11540, -13.09281, -5.31574], [-0.06400, -12.87758, -3.99672], [-0.57136, -13.61844, -5.54670], [-2.03631, -11.29691, -4.04271], [-2.60485, -11.98914, -5.59415], [-2.46581, -10.22325, -5.39952], [-5.65787, -1.83471, -10.99462], [-6.57848, -1.30793, -9.52885], [-6.38780, -2.35893, -8.47538], [-8.22356, -1.54275, -10.24113], [-4.59077, -1.80305, -10.76351], [-5.93888, -2.85495, -11.26676], [-5.86777, -1.15366, -11.82293], [-8.35004, -2.58085, -10.55840], [-8.35357, -0.87099, -11.09295], [-8.96858, -1.30504, -9.47774]],
  "e_homo_ev": -9.74,
  "homo_lumo_gap_ev": 6.24,
  "total_energy_ha": -7831.31913,
  "lumo_ev": -3.5,
  "charge": 1
}